DFT (ωB97M-V/def2-TZVPD) results for a cluster of 14 separate species, C6H42N2O13 in total in a non-equilibrium geometry.

Each line ends with the Mulliken charge.
Element x y z (Å)
C  -0.86  1.37  -0.66  -0.10
N  -1.09  -0.03  -0.25  0.92
C  -0.05  -0.81  0.36  -0.48
C  -0.25  -2.32  0.24  -0.79
N  -1.32  -2.75  1.15  -0.33
C  -1.54  2.29  0.42  -0.75
C  0.49  3.24  1.55  -1.29
C  -0.79  2.39  1.74  0.24
H  0.21  1.52  -0.80  -0.19
H  -1.42  1.45  -1.60  0.38
H  -1.95  -0.13  0.28  -0.04
H  0.13  -0.61  1.45  -0.01
H  0.90  -0.62  -0.12  0.33
H  -0.64  -2.37  -0.79  0.14
H  0.63  -2.94  0.46  0.42
H  -1.25  -3.75  1.27  0.28
H  -1.13  -2.48  2.11  0.04
H  -1.62  3.34  0.04  0.32
H  -2.48  1.74  0.37  0.37
H  1.22  3.26  2.35  0.40
H  1.05  2.84  0.70  0.17
H  0.25  4.33  1.32  0.31
H  -1.36  2.98  2.48  0.05
H  -0.51  1.55  2.39  0.06
H  3.92  1.84  -1.79  0.28
H  2.51  1.69  -2.36  0.34
O  3.00  1.85  -1.50  -0.67
H  0.98  1.59  -4.22  0.48
H  1.61  2.98  -3.96  0.29
O  1.78  2.06  -3.77  -0.69
H  -2.56  0.03  -2.14  0.42
H  -3.07  1.05  -3.12  0.29
O  -2.37  0.39  -3.04  -0.72
H  5.57  -0.57  2.06  0.32
H  4.80  0.34  3.00  0.32
O  4.87  -0.57  2.72  -0.65
H  -3.12  -1.62  1.38  0.25
H  -4.35  -1.25  0.68  0.22
O  -3.75  -0.87  1.35  -0.59
H  1.56  -2.45  -3.79  0.28
H  0.73  -1.49  -2.84  0.37
O  1.40  -1.54  -3.53  -0.70
H  -2.55  -1.74  -1.40  0.20
H  -4.03  -2.25  -1.42  0.33
O  -3.48  -1.46  -1.41  -0.74
H  3.86  -1.53  -1.77  0.29
H  4.38  -0.81  -0.39  0.39
O  4.58  -1.36  -1.17  -0.65
H  3.27  -0.10  1.26  0.50
H  3.22  0.86  0.11  0.27
O  3.83  0.54  0.81  -0.70
H  -0.89  0.41  -4.03  0.37
H  0.66  -0.19  -4.46  0.37
O  -0.08  0.43  -4.59  -0.83
H  -3.82  1.70  2.24  0.31
H  -3.21  3.09  2.89  0.34
O  -3.60  2.23  3.02  -0.63
H  0.09  -2.67  3.94  0.31
H  1.32  -2.10  3.50  0.29
O  0.75  -2.84  3.25  -0.62
H  -3.05  -1.85  3.70  0.37
H  -2.06  -0.96  3.01  0.19
O  -2.13  -1.56  3.76  -0.63

Values from the calculation:
* LUMO level: 0.0 eV
* HOMO energy: -8.995 eV
* relative energy (zero: lowest compared OMol25 entry of this formula, charge and spin): 3.264 eV